Record 1
{"formula": "C31H60Cl2N4O11PS", "method": "ωB97M-V with the def2-TZVPD basis set", "symbols": ["C", "C", "O", "N", "C", "C", "C", "C", "C", "O", "C", "O", "C", "C", "C", "C", "C", "C", "S", "O", "O", "O", "C", "C", "Cl", "C", "C", "Cl", "N", "C", "P", "O", "O", "C", "C", "C", "C", "O", "H", "H", "H", "H", "H", "H", "H", "H", "H", "H", "H", "H", "H", "H", "H", "H", "H", "H", "H", "H", "H", "H", "H", "H", "H", "H", "H", "H", "H", "H", "H", "H", "H", "H", "H", "H", "H", "H", "C", "C", "C", "O", "C", "N", "H", "H", "H", "H", "H", "H", "H", "H", "H", "H", "H", "C", "C", "C", "O", "C", "N", "H", "H", "H", "H", "H", "H", "H", "H", "H", "H", "H"], "positions_angstrom": [[-4.421, 3.946, 4.119], [-4.858, 3.026, 2.923], [-5.892, 2.406, 3.068], [-4.057, 2.922, 1.745], [-3.693, 4.270, 1.228], [-4.697, 2.073, 0.712], [-3.689, 1.687, -0.468], [-3.099, 0.211, -0.323], [-1.764, 0.118, 0.492], [-1.692, 1.095, 1.574], [-0.855, 0.650, 2.589], [-1.336, 0.037, 3.494], [0.643, 1.052, 2.464], [1.618, -0.040, 2.243], [1.091, -1.505, 2.194], [0.878, -2.068, 3.668], [-0.036, -3.374, 3.648], [-1.394, -3.123, 4.432], [-2.760, -3.501, 3.283], [-2.580, -2.866, 1.966], [-4.037, -3.114, 3.865], [-2.730, -5.133, 3.019], [3.020, 0.304, 2.083], [4.168, -0.729, 1.800], [4.159, -2.138, 2.929], [4.171, -1.125, 0.247], [3.333, -0.130, -0.656], [3.741, -2.858, -0.067], [3.430, 1.621, 2.166], [2.557, 2.668, 2.381], [3.420, 4.370, 2.468], [3.293, 5.172, 0.998], [2.801, 5.279, 3.720], [1.109, 2.452, 2.524], [0.130, 3.624, 2.742], [-0.898, 3.423, 3.929], [-0.333, 2.694, 5.188], [0.390, 3.576, 6.073], [-4.338, 3.357, 5.070], [-5.261, 4.678, 4.286], [-3.507, 4.547, 3.891], [-2.612, 4.466, 1.480], [-4.296, 5.095, 1.687], [-3.788, 4.363, 0.121], [-4.932, 1.099, 1.221], [-5.657, 2.509, 0.318], [-4.298, 1.785, -1.410], [-2.835, 2.405, -0.570], [-3.901, -0.420, 0.137], [-2.893, -0.167, -1.357], [-0.908, 0.346, -0.210], [-1.698, -0.910, 0.931], [0.078, -1.572, 1.705], [1.755, -2.192, 1.617], [1.845, -2.386, 4.141], [0.463, -1.283, 4.357], [-0.182, -3.732, 2.598], [0.516, -4.192, 4.188], [-1.442, -2.081, 4.820], [-1.468, -3.838, 5.286], [-2.971, -5.222, 2.071], [5.146, -0.199, 1.980], [5.229, -1.007, -0.116], [3.574, -0.356, -1.733], [2.230, -0.248, -0.520], [3.609, 0.940, -0.487], [4.431, 1.828, 2.056], [3.869, 4.659, 0.395], [2.310, 6.032, 3.323], [-0.487, 3.697, 1.798], [0.613, 4.620, 2.867], [-1.823, 2.909, 3.549], [-1.250, 4.439, 4.266], [0.279, 1.780, 4.975], [-1.232, 2.333, 5.774], [0.521, 3.037, 6.874], [-2.853, -0.648, -7.025], [-4.072, -0.747, -6.112], [-4.268, 0.486, -5.210], [-3.382, 0.549, -4.098], [-2.096, 1.056, -4.406], [-3.979, -1.984, -5.328], [-1.917, -0.832, -6.496], [-2.918, -1.393, -7.820], [-2.794, 0.335, -7.497], [-4.953, -0.819, -6.758], [-5.272, 0.430, -4.779], [-4.229, 1.418, -5.788], [-2.133, 1.832, -5.176], [-1.431, 0.246, -4.715], [-1.681, 1.491, -3.494], [-4.838, -2.099, -4.795], [-3.270, -1.836, -4.611], [5.359, -4.279, -2.994], [4.645, -3.324, -3.946], [4.545, -3.851, -5.389], [5.751, -3.761, -6.131], [6.678, -4.807, -5.884], [5.307, -2.014, -3.892], [6.443, -4.267, -3.119], [5.157, -3.994, -1.962], [5.010, -5.306, -3.131], [3.622, -3.204, -3.573], [3.826, -3.226, -5.926], [4.150, -4.874, -5.417], [6.179, -5.760, -5.690], [7.335, -4.545, -5.053], [7.301, -4.917, -6.772], [4.770, -1.353, -4.449], [6.186, -2.097, -4.400]], "lowdin_charge": [-0.01, -0.47, 0.07, -0.12, -0.06, -0.16, -0.15, -0.13, -0.14, -0.04, -0.42, 0.18, 0.07, -0.03, -0.13, -0.18, -0.19, -0.19, 0.67, -0.34, -0.29, -0.17, -0.16, -0.58, 0.69, -0.66, -0.11, 0.64, 0.10, -0.22, 0.90, -0.28, -0.26, -0.07, -0.12, -0.15, -0.24, -0.08, 0.10, 0.10, 0.05, 0.07, 0.10, 0.09, 0.12, 0.14, 0.11, 0.10, 0.12, 0.11, 0.13, 0.09, 0.11, 0.07, 0.07, 0.11, 0.11, 0.12, 0.10, 0.12, 0.10, 0.11, 0.11, 0.08, 0.08, 0.08, 0.15, 0.06, 0.08, 0.12, 0.10, 0.10, 0.13, 0.11, 0.13, 0.10, -0.07, -0.43, -0.20, -0.21, -0.11, 0.04, 0.06, 0.08, 0.08, 0.14, 0.12, 0.12, 0.09, 0.07, 0.08, 0.07, 0.07, -0.08, -0.43, -0.21, -0.19, -0.10, 0.04, 0.07, 0.01, 0.08, 0.13, 0.12, 0.12, 0.09, 0.07, 0.09, 0.07, 0.07], "e_lumo_ev": -4.533, "total_energy_ev": -106761.9088, "total_charge": 1, "max_force_ha_per_bohr": 0.075, "homo_energy_ev": -10.856}

---

Record 2
{"formula": "C4H6P2", "method": "ωB97M-V with the def2-TZVPD basis set", "symbols": ["C", "C", "P", "P", "C", "C", "H", "H", "H", "H", "H", "H"], "positions_angstrom": [[1.115, 1.220, -0.116], [-0.195, 0.558, -0.192], [-1.630, 1.548, 0.074], [-2.875, -0.269, -0.004], [-1.477, -1.410, -0.187], [-0.312, -0.792, -0.329], [1.200, 1.775, -1.052], [1.932, 0.479, -0.144], [1.162, 2.105, 0.747], [-3.087, -0.442, 1.282], [-1.695, -2.457, -0.426], [0.636, -1.341, -0.704]], "nbo_charge": [-0.66, -0.31, 0.28, 0.27, -0.44, -0.28, 0.23, 0.22, 0.24, 0.00, 0.23, 0.21], "e_lumo_ev": -0.411, "total_energy_ev": -22820.6841, "total_charge": 0, "max_force_ha_per_bohr": 0.090, "smiles": "CC1=P#[PH]C=C1", "homo_energy_ev": -8.279}